C19H16Br3N3O6 | ωB97M-V with the def2-TZVPD basis set

```
! wB97M-V def2-TZVPD RIJCOSX def2/J DEFGRID3
* xyz 0 1
C -11.68 15.34 15.18
Br -10.30 16.10 13.95
Br -11.63 16.67 16.63
Br -11.02 13.62 15.96
H -12.69 15.23 14.78
C -10.03 26.31 21.70
C -10.85 25.58 20.89
C -12.10 25.97 20.48
C -12.55 27.24 20.91
C -11.81 27.93 21.81
C -10.53 27.46 22.24
N -13.85 27.83 20.39
O -14.51 28.63 21.10
O -14.17 27.61 19.31
H -9.07 25.86 21.91
H -10.48 24.65 20.47
H -12.61 25.44 19.70
H -12.18 28.84 22.25
H -9.98 27.95 23.04
C -9.60 15.20 8.62
C -8.85 16.13 7.88
C -8.06 17.05 8.61
C -7.99 17.08 10.00
C -8.76 16.17 10.68
C -9.46 15.19 10.00
N -7.32 18.24 10.68
O -6.38 18.80 10.09
O -7.80 18.64 11.75
H -10.21 14.46 8.13
H -9.04 16.15 6.82
H -7.56 17.76 7.97
H -8.88 16.21 11.76
H -10.06 14.50 10.57
C -9.32 21.12 14.16
C -8.98 22.27 14.91
C -9.48 22.44 16.15
C -10.34 21.50 16.73
C -10.61 20.32 15.97
C -10.08 20.12 14.70
N -10.92 21.71 18.07
O -10.59 22.70 18.65
O -11.57 20.85 18.63
H -9.05 20.98 13.13
H -8.39 23.06 14.47
H -9.25 23.32 16.73
H -11.25 19.57 16.40
H -10.34 19.28 14.07
*
```

Relative energy (zero: lowest compared OMol25 entry of this formula, charge and spin) (kJ/mol): 178.8
Molar mass (g/mol): 622.064
Total energy (Ha): -9071.01781